{
  "formula": "C20H52BrN8O7P3Si",
  "method": "ωB97M-V/def2-TZVPD",
  "symbols": ["C", "C", "N", "C", "C", "O", "O", "N", "C", "O", "O", "Si", "C", "C", "C", "P", "O", "Br", "H", "H", "H", "H", "H", "H", "H", "H", "H", "H", "H", "H", "H", "H", "H", "H", "O", "P", "N", "C", "C", "N", "C", "C", "N", "C", "C", "H", "H", "H", "H", "H", "H", "H", "H", "H", "H", "H", "H", "H", "H", "H", "H", "H", "H", "O", "P", "N", "C", "C", "N", "C", "C", "N", "C", "C", "H", "H", "H", "H", "H", "H", "H", "H", "H", "H", "H", "H", "H", "H", "H", "H", "H", "H"],
  "positions_angstrom": [[-0.41, 1.11, -0.83], [-1.14, 1.91, -1.99], [-0.78, 3.32, -2.07], [-1.30, 4.22, -1.02], [-2.59, 3.77, -0.27], [-2.69, 2.75, 0.46], [-3.67, 4.50, -0.36], [-0.15, 4.67, -0.22], [0.88, 5.43, -0.92], [1.77, 4.83, -1.55], [0.97, 6.73, -0.86], [-0.29, 4.90, 1.50], [-1.78, 5.83, 2.21], [1.27, 5.86, 2.09], [-0.19, 3.23, 2.46], [-1.79, 5.75, -2.12], [-3.13, 5.27, -3.08], [-2.45, 7.49, -0.82], [0.66, 0.98, -1.11], [-0.49, 1.64, 0.14], [-0.93, 0.12, -0.78], [-2.25, 1.67, -1.99], [-0.76, 1.41, -2.94], [-1.01, 3.64, -3.01], [-2.05, 5.34, 3.20], [-2.71, 5.82, 1.60], [-1.49, 6.88, 2.48], [2.16, 5.36, 1.62], [1.36, 5.84, 3.21], [1.25, 6.92, 1.70], [-1.17, 2.70, 2.52], [0.21, 3.45, 3.49], [0.62, 2.61, 1.97], [-3.93, 5.71, -2.76], [2.06, -1.11, -1.87], [3.48, -1.20, -2.40], [3.34, -2.87, -2.88], [4.39, -3.87, -2.90], [2.41, -3.10, -3.99], [4.19, -1.13, -0.82], [5.08, -2.13, -0.28], [3.35, -0.63, 0.27], [5.10, -1.10, -3.10], [5.85, 0.11, -2.67], [5.08, -1.01, -4.58], [5.13, -3.72, -3.70], [3.96, -4.87, -3.06], [4.92, -3.95, -1.96], [2.79, -2.71, -4.94], [1.45, -2.62, -3.79], [2.20, -4.17, -4.12], [4.55, -3.05, -0.02], [5.57, -1.76, 0.63], [5.91, -2.36, -0.95], [2.63, -1.39, 0.60], [2.80, 0.26, -0.04], [3.96, -0.32, 1.12], [5.29, 1.03, -2.92], [6.82, 0.16, -3.16], [6.06, 0.12, -1.61], [4.42, -0.21, -4.93], [4.76, -1.94, -5.05], [6.08, -0.82, -4.97], [-1.69, -2.27, 0.82], [-2.47, -2.76, 2.03], [-2.87, -4.30, 1.32], [-4.06, -5.09, 1.54], [-1.72, -5.18, 1.10], [-3.77, -1.65, 1.79], [-5.16, -2.05, 1.63], [-3.53, -0.50, 0.92], [-3.21, -3.24, 3.57], [-3.41, -2.10, 4.50], [-2.37, -4.19, 4.33], [-4.10, -5.55, 2.54], [-4.13, -5.90, 0.81], [-4.98, -4.52, 1.40], [-1.31, -5.56, 2.04], [-0.92, -4.65, 0.58], [-1.98, -6.03, 0.47], [-5.34, -2.51, 0.65], [-5.82, -1.18, 1.71], [-5.49, -2.72, 2.42], [-3.55, -0.78, -0.14], [-2.57, -0.03, 1.14], [-4.28, 0.28, 1.07], [-2.48, -1.58, 4.70], [-3.83, -2.46, 5.44], [-4.13, -1.37, 4.12], [-1.35, -3.82, 4.46], [-2.32, -5.17, 3.86], [-2.79, -4.37, 5.32]],
  "lowdin_charge": [-0.08, -0.27, -0.03, -0.53, -0.66, -0.06, -0.18, -0.07, -0.81, -0.08, -0.17, 0.47, -0.21, -0.20, -0.20, 0.69, -0.41, 0.24, 0.05, 0.04, 0.06, 0.11, 0.10, 0.07, 0.03, -0.01, 0.02, 0.03, 0.02, 0.03, 0.01, 0.01, 0.02, 0.01, -0.28, 0.76, -0.31, -0.15, -0.15, -0.33, -0.16, -0.13, -0.28, -0.13, -0.14, 0.07, 0.08, 0.04, 0.06, 0.08, 0.07, 0.08, 0.07, 0.07, 0.09, 0.07, 0.08, 0.09, 0.08, 0.07, 0.09, 0.05, 0.08, -0.28, 0.75, -0.31, -0.15, -0.15, -0.33, -0.16, -0.12, -0.28, -0.13, -0.15, 0.07, 0.07, 0.05, 0.06, 0.07, 0.07, 0.08, 0.08, 0.06, 0.09, 0.06, 0.08, 0.09, 0.07, 0.07, 0.08, 0.05, 0.08],
  "total_charge": -2,
  "e_tot_ev": -153621.283,
  "lumo_energy_ha": 0.1107
}